(1)
81
Properties=species:S:1:pos:R:3:forces:R:3 method="wB97M-V/def2-TZVPD" gap_ev=8.193 e_above_lowest_ev=0.2527 total_charge=0 lumo_energy_ha=0.025 homo_energy_ev=-7.52 smiles=Cc1c(C)c2c(c(C)c1O)CC[C@@](C)(CCC[C@H](C)CCC[C@H](C)CCCC(C)C)O2
C 5.78282 -4.66592 3.95036 -0.03 -0.06 -0.10
C 4.75363 -4.43368 2.88539 0.03 -0.20 -0.19
C 3.92195 -3.32304 2.93373 -0.17 0.04 -0.17
C 2.95337 -3.13676 1.94028 0.33 -0.31 0.04
C 2.81527 -4.05411 0.90074 -0.11 0.20 0.03
C 3.68472 -5.14435 0.82398 0.25 -0.12 0.14
C 4.63263 -5.33620 1.82731 -0.36 0.33 -0.06
O 5.47670 -6.41918 1.81642 0.04 -0.13 -0.11
H 5.23237 -6.99956 1.08796 0.04 0.04 0.08
C 3.61958 -6.12240 -0.32285 -0.03 0.14 0.22
H 3.13780 -7.05425 -0.01860 -0.02 -0.11 -0.07
H 3.05988 -5.71252 -1.15638 -0.02 -0.05 -0.09
H 4.62079 -6.35229 -0.69202 0.03 -0.05 -0.08
C 1.71953 -3.86698 -0.11813 -0.10 0.09 0.07
C 0.69143 -2.84855 0.36248 0.24 0.05 0.07
H 0.07842 -3.29552 1.14877 -0.07 0.03 0.01
C 1.38699 -1.61876 0.95014 -0.45 0.27 -0.26
C 2.30038 -0.93901 -0.07676 -0.10 -0.19 0.32
H 3.18466 -1.54869 -0.24682 0.08 -0.05 -0.09
H 1.78139 -0.79771 -1.02056 -0.04 0.04 -0.14
H 2.62576 0.02740 0.30076 0.04 0.11 0.02
C 0.37705 -0.62324 1.54619 0.18 -0.25 -0.28
C -0.54920 0.05411 0.54063 0.00 -0.03 0.38
H 0.03963 0.60004 -0.19810 0.00 0.02 -0.13
C -1.48803 1.03138 1.24668 0.11 0.07 -0.47
H -0.88017 1.72464 1.83339 0.01 0.01 0.09
H -2.12344 0.48264 1.94576 -0.05 0.00 0.12
C -2.37345 1.84832 0.29524 -0.12 -0.13 0.30
C -3.07019 2.95706 1.08312 0.19 -0.11 -0.25
H -3.59356 3.64097 0.42092 -0.14 0.14 -0.03
H -2.34113 3.53301 1.64937 0.04 0.08 0.08
H -3.78780 2.53251 1.78208 -0.13 -0.03 0.11
C -3.38420 0.93899 -0.41663 0.00 0.24 -0.11
C -4.40637 1.64674 -1.30974 0.29 -0.15 -0.09
H -5.07547 0.88321 -1.71167 -0.10 0.04 0.02
C -3.76564 2.42151 -2.45963 -0.45 0.19 0.22
H -3.03095 3.10722 -2.04080 0.16 0.03 0.00
H -3.23710 1.72797 -3.11811 0.13 -0.02 -0.08
C -4.77451 3.23162 -3.28007 0.19 -0.09 -0.30
C -5.72440 2.31857 -4.05522 0.03 0.19 0.26
H -6.31986 1.70941 -3.38078 -0.10 -0.12 0.01
H -5.16349 1.65798 -4.71346 0.07 -0.10 -0.11
H -6.40540 2.90928 -4.66434 -0.09 0.02 -0.09
C -4.07493 4.17269 -4.27183 0.06 0.05 0.26
C -3.10353 5.19230 -3.67068 -0.30 0.01 -0.03
H -2.24302 4.67969 -3.23617 0.09 0.02 0.00
C -3.74016 6.09067 -2.61257 0.52 -0.10 -0.04
H -4.09134 5.46929 -1.78685 -0.12 -0.03 0.06
H -4.60921 6.59626 -3.04001 -0.15 0.04 0.03
C -2.77569 7.13772 -2.04258 -0.30 0.12 0.04
C -3.36731 7.75568 -0.77637 0.23 -0.15 -0.14
H -3.54513 6.99332 -0.02086 -0.06 -0.06 0.11
H -2.69009 8.49765 -0.35923 0.03 0.11 0.09
H -4.31355 8.24374 -1.00097 -0.14 0.08 -0.01
C -2.46530 8.23661 -3.05585 0.12 -0.26 0.13
H -1.79234 8.97257 -2.62107 0.07 0.11 -0.01
H -1.99061 7.83019 -3.94489 0.05 0.03 -0.14
H -3.38049 8.74403 -3.35421 -0.12 0.09 -0.05
H -1.83899 6.63443 -1.77567 -0.02 -0.03 -0.01
H -2.72797 5.80783 -4.49068 0.10 0.00 0.00
H -4.84765 4.71833 -4.81976 -0.02 -0.01 -0.11
H -3.52748 3.56545 -4.99776 -0.05 -0.05 -0.11
H -5.37528 3.83495 -2.59149 0.02 0.01 0.04
H -5.01455 2.32625 -0.71037 -0.10 0.03 0.01
H -3.93014 0.37310 0.34308 0.04 -0.11 0.07
H -2.83692 0.22263 -1.03236 -0.01 -0.13 0.01
H -1.72108 2.31131 -0.45263 0.03 0.01 -0.01
H -1.13326 -0.70299 0.01772 -0.01 -0.02 -0.12
H -0.22143 -1.15784 2.28724 0.00 -0.03 0.07
H 0.95056 0.13638 2.08211 0.03 0.02 0.06
O 2.16359 -2.02556 2.07444 -0.01 -0.03 0.12
H 0.03926 -2.55891 -0.46113 -0.05 0.02 0.02
H 2.14608 -3.53902 -1.07179 -0.04 -0.07 -0.05
H 1.21392 -4.81946 -0.29307 0.05 0.03 -0.10
C 4.04817 -2.33219 4.05191 -0.06 -0.01 -0.10
H 5.06285 -1.93956 4.10119 0.07 0.06 0.08
H 3.35556 -1.51105 3.90009 0.04 0.06 0.10
H 3.82642 -2.80610 5.00745 0.01 0.02 0.13
H 6.50295 -3.84877 3.97031 0.09 0.04 0.07
H 6.31142 -5.59395 3.75877 0.08 0.00 0.11
H 5.31188 -4.72124 4.93073 0.03 0.00 0.12

(2)
53
Properties=species:S:1:pos:R:3:forces:R:3 method="wB97M-V/def2-TZVPD" gap_ev=8.125 e_above_lowest_ev=0.0000 total_charge=0 lumo_energy_ha=-0.011 homo_energy_ev=-8.43 smiles="C[C@H](NC(=O)CCSc1nc(-c2ccc3c(c2)OCO3)cc(C(F)(F)F)n1)c1ccccc1"
C -4.11252 -1.48126 2.16651 0.11 0.27 0.07
H -3.86663 -1.96107 3.10979 0.01 -0.13 0.07
H -5.16741 -1.21705 2.17823 -0.06 0.01 -0.01
H -3.94373 -2.18078 1.35126 0.02 -0.14 -0.05
C -3.27734 -0.21903 1.98215 -0.18 0.00 0.13
N -3.63844 0.41560 0.72342 -0.02 -0.38 0.11
C -4.00493 1.70859 0.64769 -0.24 0.10 -0.61
O -4.04670 2.44469 1.61141 -0.01 0.34 0.36
C -4.43224 2.18504 -0.74025 0.04 0.14 0.16
H -5.38461 1.70568 -0.98348 -0.04 0.05 -0.01
C -3.44362 1.90267 -1.86110 0.40 0.19 0.09
H -3.31588 0.84046 -2.05745 -0.08 0.08 -0.11
H -3.75966 2.40828 -2.77335 -0.01 -0.11 0.00
S -1.76790 2.54976 -1.48739 -0.52 0.45 -0.12
C -0.86269 1.09299 -1.25582 -0.09 -0.86 -0.12
N 0.42456 1.26926 -1.01314 0.08 0.31 -0.04
C 1.19961 0.20550 -0.84320 -0.72 -0.52 -0.31
C 0.64717 -1.08686 -0.95254 -0.12 0.36 -0.11
C -0.70815 -1.14699 -1.18946 0.33 0.23 0.03
N -1.48267 -0.08231 -1.34310 0.18 -0.05 -0.08
C -1.41899 -2.47090 -1.32878 -0.22 -0.50 -0.14
F -0.83043 -3.44929 -0.62912 0.25 0.01 0.14
F -2.69258 -2.41265 -0.91857 -0.12 0.19 0.12
F -1.44968 -2.88515 -2.60731 0.10 0.18 -0.13
H 1.22303 -1.98580 -0.83281 0.07 -0.09 0.07
C 2.60248 0.45768 -0.53153 0.59 0.33 0.13
C 3.00617 1.77800 -0.32531 -0.22 -0.29 -0.06
C 4.31270 2.10974 0.00250 0.48 -0.17 0.10
C 5.21145 1.07354 0.11593 -0.46 -0.50 -0.15
C 4.81903 -0.25383 -0.09278 0.03 0.60 0.07
C 3.53185 -0.59102 -0.41469 0.22 0.10 0.05
H 3.26965 -1.62241 -0.57119 -0.06 -0.17 -0.02
O 5.89961 -1.07469 0.07967 -0.42 -0.15 -0.11
C 6.98337 -0.22956 0.40091 1.18 -0.40 0.23
O 6.53644 1.11123 0.42130 -0.26 0.39 -0.02
H 7.77706 -0.34113 -0.35436 -0.25 0.06 0.12
H 7.38279 -0.49926 1.39112 -0.17 0.09 -0.20
H 4.61637 3.13020 0.16288 0.03 0.15 0.02
H 2.26153 2.55064 -0.42649 -0.02 0.07 0.00
H -4.60295 3.25986 -0.65876 -0.04 -0.11 0.07
H -3.55739 -0.14999 -0.10698 0.06 0.14 -0.09
C -1.77782 -0.42993 2.04852 0.01 -0.03 0.07
C -1.18072 -1.68200 2.08302 -0.10 0.06 0.08
C 0.19741 -1.80064 2.17029 0.14 -0.02 0.11
C 0.99539 -0.67214 2.21560 0.06 -0.14 0.16
C 0.40929 0.58260 2.16401 -0.04 0.03 0.09
C -0.96494 0.70038 2.08231 0.05 0.00 0.04
H -1.42346 1.67820 2.05397 -0.09 0.14 -0.02
H 1.02556 1.46896 2.19127 0.06 0.10 -0.01
H 2.06922 -0.76563 2.28833 0.10 -0.01 0.00
H 0.64435 -2.78354 2.20339 0.06 -0.10 0.00
H -1.78043 -2.57776 2.05206 -0.11 -0.10 0.00
H -3.54583 0.51163 2.75638 0.06 -0.18 -0.17